ORCA calculation (wB97M-V/def2-TZVPD) on a structure of composition C28H29BrCrN8O3S3.

Summary:
highest occupied orbital energy (spin up / spin down): -10.2 / -10.1 eV
DFT total energy: -6561.0424 hartree
multiplicity: 2
gap between HOMO and LUMO (spin up / spin down): 7.1 / 7.5 eV
charge: +1

XYZ file:
```
73
Properties=species:S:1:pos:R:3:forces:R:3:mulliken_charge:R:1
Cr 0.638 -0.539 0.165 -0.608 0.142 -0.366 -0.18
N -0.241 -0.943 3.633 -0.132 0.123 -0.015 -0.21
C -0.119 -2.057 2.880 0.045 -0.024 -0.025 -0.05
N 0.214 -2.083 1.607 -0.021 0.056 0.195 1.65
C 0.190 -3.388 1.134 0.028 -0.006 -0.123 -0.59
C -0.132 -4.336 2.033 0.000 0.042 -0.001 -0.30
S -0.459 -3.606 3.557 0.002 -0.048 0.007 -0.25
C 0.502 -3.573 -0.274 -0.026 -0.074 0.023 -1.05
C 0.704 -4.736 -0.920 0.000 0.057 -0.001 -0.29
S 1.044 -4.433 -2.577 -0.018 -0.062 -0.004 -0.24
C 0.918 -2.741 -2.285 -0.042 0.201 -0.202 -0.19
N 0.628 -2.420 -1.046 -0.016 -0.111 0.591 1.32
N 1.165 -1.853 -3.275 0.097 -0.004 -0.056 -0.39
H 0.194 -0.099 3.278 0.058 -0.017 0.006 -0.12
H -0.288 -1.048 4.632 0.038 -0.008 -0.001 0.29
H -0.225 -5.397 1.886 -0.009 -0.032 -0.005 0.48
H 0.674 -5.737 -0.528 0.003 -0.025 0.023 0.47
H 1.186 -2.208 -4.216 0.023 -0.012 0.009 0.28
H 0.724 -0.953 -3.175 -0.030 -0.142 -0.024 0.39
Br 3.086 -1.385 0.051 0.096 -0.009 -0.047 -0.10
C 3.765 -0.301 1.444 0.022 0.008 0.012 0.89
C 5.078 -0.392 1.783 -0.017 0.060 0.076 -0.86
C 5.567 0.459 2.797 -0.013 -0.035 -0.046 -0.70
C 4.733 1.363 3.384 -0.042 -0.005 -0.015 -1.07
C 3.371 1.462 3.004 0.021 0.042 0.071 1.02
C 2.529 2.449 3.576 0.030 -0.010 -0.018 -1.08
C 1.244 2.565 3.152 -0.038 -0.006 -0.032 -0.96
C 0.722 1.670 2.184 -0.018 0.113 -0.121 0.52
C 1.465 0.663 1.614 0.343 -0.320 0.146 -0.81
C 2.841 0.592 2.021 -0.046 0.009 0.043 0.82
H 5.734 -1.091 1.285 0.018 -0.017 -0.018 0.46
H 6.606 0.399 3.086 0.019 -0.008 0.007 0.42
H 5.105 2.036 4.146 0.005 0.011 0.015 0.42
H 2.936 3.116 4.325 0.005 0.005 0.019 0.40
H 0.603 3.337 3.560 -0.006 0.013 -0.012 0.47
H -0.302 1.810 1.876 -0.015 0.004 0.027 0.22
C 3.008 3.458 -2.720 0.006 0.014 0.003 -0.94
N 1.881 2.546 -2.556 0.005 0.040 0.055 0.18
C 0.821 2.562 -3.401 0.019 -0.009 -0.006 0.23
C -0.209 1.706 -3.278 -0.060 -0.015 0.089 -1.26
C -0.159 0.727 -2.217 0.082 0.236 0.014 -0.35
O -0.983 -0.191 -2.102 -0.069 -0.041 0.048 -0.73
N 0.892 0.779 -1.326 -0.105 -0.031 -0.151 1.80
C 1.944 1.662 -1.471 -0.117 0.047 0.048 -0.37
O 2.896 1.710 -0.722 0.081 -0.043 -0.046 -0.57
H 2.788 4.127 -3.548 0.025 0.011 -0.002 0.32
H 3.918 2.899 -2.929 -0.007 0.008 0.009 0.31
H 3.161 4.032 -1.809 -0.007 -0.004 -0.009 0.30
H 0.865 3.303 -4.188 0.006 -0.006 -0.011 0.38
H -1.040 1.704 -3.965 -0.013 -0.006 -0.004 0.54
C -2.936 1.559 2.076 0.027 0.070 0.038 -1.35
S -2.691 0.151 1.008 0.058 -0.393 0.061 0.16
O -1.234 0.218 0.616 0.353 0.175 -0.102 -0.09
C -3.638 0.714 -0.379 -0.052 0.039 -0.029 1.08
C -4.808 0.027 -0.661 -0.021 0.061 -0.017 -0.58
C -5.603 0.453 -1.717 0.026 0.010 0.000 -0.68
C -5.207 1.542 -2.479 -0.020 -0.007 -0.002 -0.55
C -4.024 2.215 -2.191 0.017 -0.008 -0.011 -0.63
C -3.232 1.804 -1.135 0.029 0.005 -0.010 -0.39
H -2.590 2.462 1.573 -0.021 -0.007 0.024 0.43
H -2.384 1.384 2.998 0.015 -0.025 -0.006 0.43
H -4.003 1.618 2.284 -0.015 0.024 -0.002 0.46
H -5.106 -0.821 -0.057 -0.005 -0.020 0.008 0.43
H -6.523 -0.067 -1.945 -0.017 -0.009 -0.007 0.43
H -5.824 1.871 -3.304 -0.002 0.000 -0.008 0.42
H -3.721 3.059 -2.794 -0.002 0.016 -0.004 0.47
H -2.302 2.314 -0.913 0.023 -0.024 0.011 0.24
N -2.597 -3.612 -1.551 0.052 0.070 -0.066 -0.60
N -2.371 -2.634 -0.528 -0.113 -0.078 -0.016 0.16
H -3.276 -3.286 -2.233 -0.041 -0.048 0.042 0.22
H -2.971 -4.444 -1.113 0.080 -0.023 0.006 0.20
H -3.249 -2.294 -0.144 0.016 0.017 -0.117 0.32
H -1.895 -1.857 -0.978 0.014 0.043 0.034 -0.46
```
Forces are in eV/Å.